8
Properties=species:S:1:pos:R:3 method="wB97M-V/def2-TZVPD" gap_ev="8.0 / 8.0" charge=+1 e_above_lowest_kj_mol=798.8
C 0.015 0.793 0.949
N -0.119 0.690 -0.383
O 0.018 -1.926 -1.172
O -0.128 0.000 -1.288
H -0.951 1.123 1.374
H 0.672 1.656 1.156
H 0.344 -0.131 1.450
H 0.148 -2.205 -2.086

=====

22
Properties=species:S:1:pos:R:3 method="wB97M-V/def2-TZVPD" gap_ev="5.4 / 5.4" charge=-1 e_above_lowest_kj_mol=238.3 spin_multiplicity=3 s2=2.007
C -0.457 1.181 -2.157
C 0.937 1.199 -1.821
C 1.076 1.465 -0.433
C -0.215 1.595 0.149
C -1.220 1.481 -0.912
Au -0.876 -0.652 -0.607
N -3.811 0.032 1.037
C 0.347 -2.073 -0.786
C 1.788 -1.888 -0.695
H 2.023 1.577 0.083
H 1.762 1.040 -2.514
H -0.409 1.832 1.187
H -2.269 1.764 -0.857
H -0.873 1.110 -3.165
H 2.441 -1.955 -1.537
H 0.001 -2.434 0.204
H -3.069 -0.607 0.635
H 2.274 -1.767 0.267
H 0.020 -2.704 -1.633
S 0.137 -0.704 3.187
C 0.178 -0.005 4.641
N 0.213 0.512 5.727